The following is a quantum chemistry calculation of the ion C5H10NOS with charge +1, from the Open Molecules 2025 dataset.

Net charge ... +1
Electronic energy ... -19707.4892 eV
E_HOMO (alpha / beta) ... -13.763 / -13.215 eV
Energy relative to the best compared isomer or geometry (same formula, charge and spin) ... 125.2 kcal/mol

Each line ends with the Mulliken charge.
CARTESIAN COORDINATES (ANGSTROEM)
C (0.836, 1.759, 2.708)  -0.050
C (-0.897, -1.009, -1.103)  -0.615
C (-2.223, -1.060, -0.330)  -0.483
C (-0.020, 0.195, -0.820)  -0.011
C (1.373, 0.103, -1.527)  -1.350
N (0.999, 1.155, 1.664)  -0.266
O (0.965, -1.263, 1.072)  -0.480
S (0.117, -0.168, 1.079)  0.574
H (0.002, 1.402, 3.308)  0.182
H (1.259, 2.642, 3.092)  0.311
H (-0.422, -1.996, -1.064)  0.364
H (-1.208, -0.837, -2.114)  0.472
H (-2.882, -0.194, -0.136)  0.346
H (-2.454, -2.081, 0.049)  0.322
H (-0.607, 1.151, -0.862)  0.489
H (1.408, 0.066, -2.618)  0.374
H (1.762, -0.751, -1.025)  0.407
H (1.991, 0.884, -1.373)  0.415